1.
The following is a quantum chemistry calculation of a 13-piece molecular cluster, C35H48Cl49IN4O6PS overall, from the Open Molecules 2025 dataset.

The geometry in XYZ format:
```
145
Properties=species:S:1:pos:R:3:forces:R:3:mulliken_charge:R:1
C -3.604 3.464 3.385 -1.075 0.556 0.293 -1.25
C -2.569 3.034 2.681 1.423 -0.401 0.280 0.25
C -1.368 2.352 3.392 -0.788 -1.253 -1.187 -0.62
I -1.494 2.893 5.484 0.251 -0.484 0.147 0.17
C -0.068 3.022 2.863 -1.241 0.854 0.370 -1.10
N 1.054 2.056 2.677 -1.020 0.590 0.174 0.41
P 2.501 3.018 2.449 2.992 1.211 0.713 0.36
O 3.691 2.349 1.986 0.297 -1.667 -0.802 -0.63
O 2.231 4.285 1.545 -1.170 -0.095 0.225 -0.31
O 2.775 3.609 3.910 -1.710 -0.504 -0.611 -0.51
C 0.776 0.921 1.635 1.071 0.135 -0.316 1.33
C 1.750 -0.185 2.089 -0.107 -0.790 -0.595 -2.07
C 2.446 -0.983 0.967 0.981 -0.054 0.587 0.64
C 3.978 -0.749 0.871 -0.639 -1.392 -0.723 -0.89
C 4.670 -2.130 0.934 0.203 1.364 0.746 -1.01
N 4.650 -2.511 2.347 -0.897 -0.224 -0.504 -0.45
C 1.096 1.527 0.247 -0.935 -0.885 -0.404 -1.35
C 0.350 0.810 -0.907 0.883 0.688 -0.617 -0.05
C 0.996 1.066 -2.301 -1.126 -0.614 0.365 -0.83
C 0.414 -0.031 -3.238 0.806 0.495 1.387 -0.92
C 1.173 -1.350 -2.979 -0.212 0.333 -0.289 0.13
O 1.171 -2.192 -4.099 0.032 -0.270 0.356 -0.35
C -0.119 -2.735 -4.334 0.429 0.114 -0.590 -1.02
C -0.740 0.641 1.745 -1.075 0.917 0.082 -0.45
C -1.323 -0.670 1.186 0.114 -0.552 0.555 -3.20
C -0.533 -1.974 1.208 -1.051 -0.653 -1.453 1.20
C -1.487 -3.128 0.801 0.767 0.055 1.101 -1.44
C -0.692 -4.435 0.862 -0.369 0.174 -0.518 -1.07
S -1.754 -5.838 0.435 -1.232 0.038 1.112 1.18
O -3.109 -5.495 0.712 -0.630 1.285 -0.831 -0.53
O -1.404 -7.017 1.134 1.916 -0.958 -0.368 -0.62
Cl -1.555 -6.006 -1.596 0.386 -0.010 0.480 -0.17
N -1.352 0.923 3.058 1.424 -0.698 0.308 1.21
C -1.002 -0.027 4.105 -1.234 -0.776 0.930 0.09
C -2.297 -0.470 4.871 1.254 0.263 -0.026 -1.19
C -2.515 -1.990 4.892 -0.925 0.569 0.789 -0.38
N -2.692 -2.418 6.285 -0.073 0.147 -0.611 -0.72
H -4.142 2.796 4.034 0.829 0.215 1.694 0.40
H -3.924 4.494 3.392 -1.384 -0.052 -1.507 0.27
H -2.566 3.105 1.602 0.938 1.303 -0.219 0.44
H 0.261 3.793 3.551 0.152 0.052 0.095 1.02
H -0.337 3.555 1.957 0.514 -0.263 -0.545 0.04
H 1.157 1.557 3.568 0.122 0.098 0.199 0.79
H 2.824 4.239 0.778 -0.081 0.009 -0.085 0.32
H 3.244 4.433 3.756 0.283 0.512 0.427 0.33
H 2.545 0.180 2.734 0.063 0.458 -0.103 1.33
H 1.247 -0.911 2.715 -0.370 0.130 0.141 0.13
H 2.356 -2.035 1.216 -0.288 -0.119 0.119 0.83
H 2.013 -0.876 -0.019 -0.167 0.207 -0.045 -1.02
H 4.194 -0.298 -0.091 0.358 0.535 0.035 0.25
H 4.361 -0.196 1.716 0.086 0.579 -0.102 0.22
H 4.136 -2.857 0.336 0.017 -0.224 -0.187 0.50
H 5.688 -2.001 0.582 0.244 -0.280 -0.406 0.36
H 4.716 -3.505 2.456 0.360 -0.306 0.305 0.21
H 5.369 -2.026 2.848 0.357 -0.096 0.297 0.19
H 0.724 2.550 0.229 0.209 0.286 0.011 1.09
H 2.148 1.489 -0.009 0.326 0.152 0.405 0.66
H -0.659 1.201 -1.007 -0.259 -0.170 0.210 0.92
H 0.299 -0.263 -0.777 -0.027 -0.024 0.259 -0.66
H 0.683 2.057 -2.617 0.194 0.198 -0.233 0.44
H 2.080 1.019 -2.276 0.216 0.042 0.064 0.26
H 0.459 0.293 -4.268 0.027 -0.236 -0.350 0.63
H -0.611 -0.156 -2.895 -0.397 0.010 -0.590 0.31
H 2.214 -1.131 -2.738 -0.427 -0.244 0.086 -0.22
H 0.726 -1.890 -2.136 -0.034 0.010 0.215 0.03
H -0.805 -2.492 -3.531 -0.240 -0.059 0.138 0.39
H -0.037 -3.810 -4.450 0.015 -0.278 0.103 0.41
H -0.483 -2.329 -5.273 -0.350 0.087 -0.119 0.34
H -1.201 1.403 1.110 0.075 0.105 -0.091 0.54
H -2.260 -0.844 1.713 -0.061 0.189 0.301 0.66
H -1.641 -0.523 0.163 0.072 0.153 -0.308 0.97
H 0.194 -1.941 0.400 0.564 0.000 0.391 -0.99
H -0.098 -2.280 2.150 0.289 0.294 0.172 0.75
H -1.963 -2.965 -0.156 -0.088 0.021 -0.261 0.53
H -2.235 -3.191 1.583 -0.553 -0.030 -0.124 0.62
H 0.196 -4.396 0.244 0.061 -0.293 -0.359 0.52
H -0.360 -4.629 1.876 -0.113 -0.264 0.238 0.32
H -0.612 -0.967 3.735 0.184 0.171 -0.778 -0.27
H -0.232 0.310 4.810 -0.049 0.328 0.022 0.53
H -3.135 0.055 4.427 -0.169 -0.026 -0.180 0.25
H -2.226 -0.089 5.886 -0.132 -0.195 0.259 0.53
H -1.745 -2.564 4.372 0.217 0.159 -0.215 0.25
H -3.475 -2.178 4.419 0.024 -0.291 -0.357 0.32
H -1.866 -2.189 6.809 0.290 -0.109 0.309 0.21
H -2.803 -3.416 6.273 -0.053 -0.462 0.413 0.28
C -4.716 -4.815 -4.138 -0.190 -0.041 0.098 0.17
Cl -4.681 -5.125 -2.400 -0.176 0.040 -0.072 0.00
Cl -3.078 -4.411 -4.682 -0.007 0.046 -0.066 -0.07
Cl -5.285 -6.245 -5.000 0.068 -0.001 0.055 -0.10
Cl -5.817 -3.473 -4.467 0.175 -0.009 -0.024 0.02
C -7.353 -2.685 0.127 -0.112 -0.135 0.054 0.17
Cl -6.517 -4.160 0.622 0.078 0.072 0.021 -0.07
Cl -8.661 -2.347 1.265 0.147 0.045 -0.006 -0.02
Cl -6.203 -1.332 0.099 -0.007 -0.011 0.045 -0.10
Cl -8.036 -2.901 -1.479 0.068 0.023 -0.056 0.04
C -3.041 6.720 6.911 0.007 0.090 0.109 0.26
Cl -2.712 5.843 8.409 0.011 -0.032 -0.040 -0.08
Cl -1.573 6.761 5.923 -0.055 0.031 -0.028 -0.02
Cl -4.338 5.904 6.029 0.017 -0.024 -0.045 -0.08
Cl -3.540 8.368 7.288 0.025 -0.047 -0.021 -0.09
C 8.053 0.787 -1.079 -0.007 0.058 -0.158 0.06
Cl 8.571 -0.576 -0.078 -0.161 0.001 -0.305 -0.08
Cl 7.327 2.056 -0.103 0.082 0.120 0.426 0.04
Cl 9.447 1.432 -1.949 -0.020 -0.026 0.018 -0.10
Cl 6.810 0.284 -2.225 0.026 -0.329 -0.225 0.04
C 4.327 -1.484 -5.321 -0.080 -0.187 -0.220 0.00
Cl 4.368 -3.177 -4.825 0.032 0.060 0.052 -0.08
Cl 4.015 -0.458 -3.906 0.613 0.275 -0.246 0.20
Cl 5.881 -1.039 -6.032 -0.035 0.038 0.056 -0.08
Cl 3.043 -1.233 -6.500 0.287 -0.227 0.164 0.13
C 0.771 -2.622 -10.114 0.048 -0.119 -0.098 0.33
Cl 2.437 -3.205 -10.073 -0.028 0.033 0.030 -0.10
Cl -0.318 -3.904 -9.575 0.012 0.035 0.017 -0.09
Cl 0.614 -1.226 -9.034 -0.335 -0.324 -0.060 -0.06
Cl 0.351 -2.141 -11.758 0.006 0.010 0.061 -0.09
C -0.159 7.966 1.897 -0.053 0.202 -0.026 0.25
Cl -1.080 6.459 2.086 -0.015 -0.081 0.023 -0.02
Cl -0.536 8.692 0.334 0.014 -0.081 0.063 -0.09
Cl -0.596 9.079 3.191 0.018 -0.062 -0.039 -0.07
Cl 1.572 7.615 1.981 0.020 -0.027 0.010 -0.10
C 10.274 1.908 2.893 0.051 -0.013 0.027 0.29
Cl 11.042 1.835 4.481 -0.017 0.007 -0.031 -0.10
Cl 8.900 0.795 2.849 0.033 0.115 0.293 -0.05
Cl 9.707 3.555 2.587 -0.006 -0.014 -0.004 -0.09
Cl 11.440 1.446 1.651 -0.044 0.013 -0.003 -0.08
C 3.200 2.506 -7.963 -0.031 0.016 0.045 0.08
Cl 3.618 2.574 -6.241 0.020 -0.008 -0.070 -0.02
Cl 4.670 2.287 -8.914 -0.032 -0.016 0.049 -0.09
Cl 2.110 1.145 -8.247 0.135 0.690 -0.253 0.01
Cl 2.407 4.012 -8.437 0.021 -0.033 0.038 -0.10
C -11.609 -3.765 4.052 -0.004 0.004 0.007 0.36
Cl -10.755 -5.229 4.544 -0.001 0.010 -0.011 -0.09
Cl -12.919 -3.433 5.186 0.028 -0.001 -0.022 -0.09
Cl -10.476 -2.401 4.046 -0.069 0.006 0.087 -0.10
Cl -12.269 -3.980 2.429 0.014 0.005 -0.003 -0.09
C 5.976 5.090 -3.144 0.045 -0.044 -0.120 0.22
Cl 6.555 5.200 -1.474 -0.158 0.026 -0.095 -0.08
Cl 4.648 3.909 -3.262 0.053 0.105 0.242 0.05
Cl 5.407 6.671 -3.682 -0.035 -0.065 0.060 -0.09
Cl 7.292 4.551 -4.180 0.050 -0.026 -0.003 -0.09
C -9.408 -2.259 -5.410 -0.039 -0.066 -0.177 0.33
Cl -8.897 -3.117 -6.864 0.017 -0.030 -0.054 -0.08
Cl -9.758 -3.446 -4.143 0.077 0.174 -0.073 -0.08
Cl -8.104 -1.158 -4.919 -0.201 -0.072 0.144 -0.10
Cl -10.866 -1.328 -5.758 0.057 0.011 0.063 -0.09
```
Positions in Å, forces in eV/Å.

## Properties
- LUMO (eV) = -2.753
- largest force on an atom (eV/A) = 3.31
- gap between HOMO and LUMO (eV) = 8.3
- highest occupied orbital energy (eV) = -11.043
- net charge = +1

2.
The following is a quantum chemistry calculation of C35H48GeMnN3O2S2 as an isolated structure, from the Open Molecules 2025 dataset.

The geometry in XYZ format:
```
92
Properties=species:S:1:pos:R:3:forces:R:3:mulliken_charge:R:1
Mn -0.771 0.048 -0.516 0.391 0.181 0.562 0.79
O -0.115 1.613 -1.777 -0.112 0.109 -0.158 -0.93
C -0.801 2.837 -1.540 0.037 0.028 -0.023 -0.10
C -2.202 2.502 -1.133 -0.092 0.070 0.020 0.15
C -3.234 3.417 -1.276 0.024 -0.056 0.020 -0.91
C -4.495 3.083 -0.817 -0.025 0.014 -0.007 -0.63
C -4.683 1.843 -0.226 0.030 -0.027 0.004 -0.83
C -3.605 0.986 -0.128 -0.048 0.035 -0.046 -1.02
N -2.385 1.297 -0.577 0.064 0.081 -0.066 1.02
H 0.845 1.736 -1.696 0.019 -0.108 0.073 0.07
H -0.798 3.464 -2.434 0.015 -0.013 0.021 0.55
H -0.312 3.381 -0.726 -0.019 -0.009 -0.026 0.04
H -3.042 4.371 -1.747 0.002 0.014 -0.001 0.53
H -5.318 3.776 -0.922 -0.006 0.006 -0.002 0.45
H -5.650 1.534 0.146 -0.007 0.002 0.004 0.54
H -3.695 0.013 0.323 0.007 -0.040 0.015 0.44
C -2.904 -4.321 -1.232 0.010 -0.022 0.037 -1.43
Ge -3.244 -2.438 -0.832 0.013 0.050 0.044 0.99
C -4.815 -2.399 0.348 -0.008 -0.004 -0.013 -1.27
C -3.659 -1.532 -2.525 0.013 0.032 0.006 -1.28
C -1.691 -1.667 0.125 0.096 -0.099 -0.032 -0.46
H -3.831 -4.816 -1.521 -0.013 -0.006 -0.011 0.45
H -2.505 -4.818 -0.347 -0.001 -0.038 -0.009 0.39
H -2.183 -4.439 -2.040 0.018 0.010 -0.004 0.36
H -5.679 -2.814 -0.172 -0.014 -0.015 0.003 0.40
H -5.085 -1.400 0.691 -0.051 0.003 0.023 0.36
H -4.620 -3.017 1.225 -0.010 -0.007 0.014 0.38
H -4.414 -2.098 -3.072 -0.005 -0.014 0.006 0.48
H -2.770 -1.472 -3.155 -0.009 0.004 -0.023 0.36
H -4.039 -0.522 -2.373 0.000 0.035 -0.004 0.27
H -1.911 -1.734 1.199 0.035 -0.045 -0.023 0.42
O 1.527 0.044 -0.706 -0.182 -0.079 -0.041 -0.01
S 2.623 -0.365 0.250 -0.032 -0.033 0.024 1.05
C 3.826 -1.256 -0.780 -0.069 -0.043 -0.052 -1.10
C 4.234 -0.525 -2.017 -0.013 0.015 -0.002 0.34
C 5.484 0.080 -2.115 0.017 -0.025 0.009 -0.11
C 5.830 0.807 -3.245 0.003 0.007 -0.003 -0.75
C 4.925 0.937 -4.288 -0.006 -0.012 0.008 -0.55
C 3.681 0.323 -4.205 0.022 -0.001 -0.014 -0.93
C 3.338 -0.408 -3.079 0.007 0.024 -0.002 0.45
C 3.589 1.159 0.613 0.005 0.007 -0.031 -1.47
C 2.979 2.416 0.062 0.054 -0.018 -0.078 0.60
C 3.143 2.743 -1.285 -0.033 -0.011 0.076 0.01
C 2.662 3.947 -1.779 -0.012 0.029 0.013 -0.41
C 2.020 4.842 -0.931 -0.011 -0.013 -0.019 -0.57
C 1.838 4.514 0.404 0.019 -0.001 0.014 -0.88
C 2.308 3.303 0.896 0.006 0.027 0.031 -0.34
H 3.294 -2.183 -1.007 0.087 0.054 0.037 -0.11
H 4.662 -1.489 -0.118 0.031 0.013 0.001 0.68
H 6.200 -0.031 -1.308 0.006 0.002 0.009 0.45
H 6.807 1.267 -3.311 0.008 0.007 -0.003 0.41
H 5.195 1.501 -5.171 0.001 0.009 -0.012 0.41
H 2.981 0.407 -5.026 -0.006 0.006 -0.008 0.45
H 2.370 -0.884 -3.009 -0.008 -0.004 0.001 0.11
H 4.587 1.017 0.199 -0.001 -0.023 0.043 0.52
H 3.653 1.189 1.699 -0.011 0.059 0.009 0.68
H 3.672 2.066 -1.942 0.014 -0.005 -0.032 -0.04
H 2.815 4.199 -2.820 -0.001 -0.005 -0.013 0.47
H 1.670 5.794 -1.309 -0.004 0.012 -0.006 0.43
H 1.342 5.207 1.071 -0.004 0.005 0.009 0.43
H 2.169 3.053 1.939 0.001 -0.001 0.012 0.42
C 1.693 -4.022 -1.115 -0.047 -0.048 0.018 -1.07
C 1.275 -4.071 0.213 0.031 0.018 -0.023 -0.65
C 0.196 -3.318 0.643 0.015 0.090 0.024 -0.72
C -0.511 -2.484 -0.237 -0.057 -0.062 -0.084 0.59
C -0.050 -2.432 -1.564 -0.046 -0.088 -0.099 0.00
C 1.023 -3.195 -2.003 -0.054 -0.003 0.039 -0.53
H 2.518 -4.635 -1.452 0.011 -0.020 -0.003 0.48
H 1.784 -4.724 0.911 0.005 -0.014 0.015 0.43
H -0.142 -3.396 1.671 -0.006 -0.013 0.004 0.52
H -0.603 -1.835 -2.294 0.026 -0.014 0.019 0.18
H 1.324 -3.161 -3.043 -0.003 0.006 -0.018 0.50
C -2.653 1.645 3.162 0.045 0.039 -0.006 -1.06
N -1.946 0.458 3.609 -0.207 0.041 -0.027 0.31
C -2.768 -0.488 4.357 -0.082 -0.037 -0.072 -1.30
C -0.708 0.159 3.190 0.175 -0.222 0.101 -0.36
S 0.006 0.861 1.807 -0.102 0.062 -0.217 0.06
N -0.013 -0.702 3.966 0.089 0.136 -0.086 0.27
C -0.126 -0.664 5.422 0.031 -0.014 0.053 -1.27
C 1.215 -1.324 3.491 -0.025 -0.012 0.029 -0.71
H -3.264 2.008 3.989 0.006 0.026 0.007 0.44
H -3.304 1.419 2.321 -0.063 0.016 -0.049 0.28
H -1.945 2.415 2.866 -0.012 -0.038 -0.003 0.38
H -3.742 -0.549 3.869 0.002 -0.004 0.000 0.42
H -2.920 -0.172 5.390 -0.031 -0.016 -0.016 0.37
H -2.313 -1.475 4.342 -0.026 0.040 -0.002 0.39
H -0.818 0.114 5.730 0.087 -0.022 0.014 0.44
H 0.856 -0.432 5.838 0.005 -0.021 -0.001 0.40
H -0.456 -1.621 5.827 -0.007 0.002 0.004 0.34
H 1.154 -1.516 2.427 -0.017 -0.016 -0.003 -0.15
H 1.342 -2.267 4.025 0.016 0.002 -0.004 0.42
H 2.082 -0.687 3.688 -0.003 0.012 0.005 0.34
```
Positions in Å, forces in eV/Å.

## Properties
- LUMO (spin up / spin down) (eV) = -1.978 / -2.004
- largest force on an atom (eV/A) = 0.71
- multiplicity = 2
- gap between HOMO and LUMO (spin up / spin down) (eV) = 7.8 / 7.7
- highest occupied orbital energy (spin up / spin down) (eV) = -9.818 / -9.724
- ⟨S²⟩ = 0.786
- net charge = +1